{"formula": "C30H70N10O10", "method": "wB97M-V/def2-TZVPD", "s2": 0.779, "max_force_ev_per_a": 4.0, "total_charge": 1, "multiplicity": 2, "homo_lumo_gap_ha": [0.294, 0.116], "relative_energy_kcal_mol": 23.2, "species": ["C", "O", "N", "C", "C", "H", "H", "H", "H", "H", "H", "H", "C", "O", "N", "C", "C", "H", "H", "H", "H", "H", "H", "H", "C", "O", "N", "C", "C", "H", "H", "H", "H", "H", "H", "H", "C", "O", "N", "C", "C", "H", "H", "H", "H", "H", "H", "H", "C", "O", "N", "C", "C", "H", "H", "H", "H", "H", "H", "H", "C", "O", "N", "C", "C", "H", "H", "H", "H", "H", "H", "H", "C", "O", "N", "C", "C", "H", "H", "H", "H", "H", "H", "H", "C", "O", "N", "C", "C", "H", "H", "H", "H", "H", "H", "H", "C", "O", "N", "C", "C", "H", "H", "H", "H", "H", "H", "H", "C", "O", "N", "C", "C", "H", "H", "H", "H", "H", "H", "H"], "xyz": [[2.12, -0.38, -0.05], [3.07, 0.35, -0.36], [0.81, 0.00, -0.07], [-0.34, -0.89, 0.22], [0.29, 1.24, -0.61], [2.28, -1.36, 0.43], [-1.24, -0.38, 0.55], [-0.05, -1.63, 0.97], [-0.64, -1.48, -0.64], [-0.24, 1.13, -1.56], [-0.38, 1.67, 0.14], [1.14, 1.90, -0.79], [1.93, -4.84, 1.26], [1.21, -3.85, 1.08], [2.79, -4.95, 2.26], [3.56, -6.21, 2.42], [3.04, -4.02, 3.33], [1.85, -5.74, 0.62], [3.46, -7.00, 1.67], [3.33, -6.70, 3.36], [4.59, -5.86, 2.52], [4.08, -3.72, 3.18], [2.44, -3.11, 3.27], [3.01, -4.42, 4.34], [1.33, 2.36, 4.46], [0.29, 2.39, 3.78], [2.53, 1.93, 4.02], [2.78, 1.59, 2.64], [3.68, 2.02, 4.92], [1.48, 2.78, 5.47], [3.31, 0.64, 2.60], [3.37, 2.38, 2.17], [1.83, 1.48, 2.10], [4.20, 2.98, 4.80], [3.45, 2.13, 5.98], [4.30, 1.15, 4.70], [0.25, 5.72, -1.24], [1.38, 5.90, -1.73], [0.03, 5.06, -0.08], [1.18, 4.47, 0.62], [-1.29, 4.51, 0.22], [-0.61, 6.10, -1.82], [0.82, 4.40, 1.64], [2.10, 5.05, 0.71], [1.48, 3.51, 0.22], [-1.45, 3.48, -0.10], [-1.45, 4.61, 1.29], [-2.12, 5.12, -0.13], [-4.16, 1.92, 0.42], [-3.93, 3.03, 0.91], [-5.35, 1.45, 0.17], [-5.49, 0.25, -0.63], [-6.52, 2.07, 0.70], [-3.41, 1.17, 0.11], [-4.67, -0.16, -1.23], [-6.39, 0.31, -1.25], [-5.67, -0.50, 0.14], [-6.28, 3.05, 1.13], [-7.30, 2.22, -0.05], [-6.89, 1.32, 1.40], [5.95, -1.83, -0.68], [5.20, -2.75, -0.29], [7.29, -1.95, -0.62], [8.18, -0.97, -1.41], [7.99, -3.03, 0.16], [5.59, -0.92, -1.18], [8.65, -0.24, -0.75], [7.54, -0.47, -2.14], [8.99, -1.49, -1.93], [7.32, -3.86, 0.39], [8.85, -3.45, -0.35], [8.22, -2.65, 1.16], [-0.21, 3.15, -6.49], [0.35, 2.08, -6.72], [-0.27, 3.79, -5.26], [-0.96, 5.03, -5.13], [0.44, 3.45, -4.08], [-0.74, 3.76, -7.24], [-0.32, 5.91, -5.11], [-1.67, 5.10, -4.30], [-1.62, 5.14, -5.99], [-0.23, 3.34, -3.23], [0.98, 2.52, -4.26], [1.23, 4.19, -3.94], [-4.08, -5.47, -0.15], [-5.28, -5.31, 0.10], [-3.24, -4.42, -0.34], [-1.77, -4.54, -0.22], [-3.75, -3.04, -0.29], [-3.55, -6.43, -0.31], [-1.32, -3.82, 0.46], [-1.21, -4.52, -1.15], [-1.45, -5.51, 0.16], [-3.40, -2.41, -1.11], [-4.82, -2.94, -0.45], [-3.55, -2.47, 0.62], [-2.62, -2.08, 3.59], [-3.32, -1.09, 3.36], [-1.29, -2.09, 3.80], [-0.54, -3.28, 3.99], [-0.47, -0.80, 3.87], [-3.00, -3.11, 3.49], [-0.14, -3.30, 5.00], [0.34, -3.27, 3.34], [-1.18, -4.15, 3.80], [-0.11, -0.90, 4.89], [0.29, -0.87, 3.08], [-1.02, 0.14, 3.97], [-2.75, 1.66, -3.20], [-2.53, 1.10, -2.11], [-3.58, 1.16, -4.17], [-4.09, 2.11, -5.18], [-4.19, -0.14, -4.10], [-2.32, 2.64, -3.46], [-3.83, 3.16, -5.04], [-5.18, 2.10, -5.13], [-3.64, 1.92, -6.15], [-4.23, -0.65, -5.06], [-3.65, -0.84, -3.46], [-5.17, -0.05, -3.62]], "mulliken_spin": [-0.090, 0.370, 0.542, 0.058, 0.061, -0.055, -0.006, 0.015, 0.029, 0.029, -0.007, 0.026, 0.000, 0.000, 0.000, 0.000, 0.000, 0.000, 0.000, 0.000, 0.000, 0.000, 0.000, 0.000, 0.000, 0.000, -0.001, -0.002, 0.000, 0.000, 0.003, 0.000, 0.003, 0.000, 0.000, 0.000, -0.001, 0.003, 0.005, 0.002, 0.001, 0.000, -0.001, 0.001, 0.000, 0.000, 0.000, 0.000, 0.000, 0.000, 0.000, 0.001, 0.000, -0.003, -0.001, 0.000, 0.000, 0.000, 0.000, 0.000, 0.000, 0.000, 0.000, 0.000, 0.000, 0.001, 0.000, 0.000, 0.000, 0.000, 0.000, 0.000, 0.000, 0.000, 0.000, 0.000, -0.001, 0.000, 0.000, 0.000, 0.000, 0.001, 0.000, 0.000, 0.000, 0.000, 0.000, 0.000, 0.001, 0.000, 0.001, 0.000, 0.000, 0.000, 0.000, -0.001, 0.000, 0.000, 0.002, 0.001, -0.004, 0.000, 0.000, 0.000, 0.000, 0.000, 0.003, 0.000, 0.001, 0.007, 0.003, 0.000, 0.000, -0.001, 0.000, 0.000, 0.000, 0.000, 0.000, 0.000]}